Entry from OMol25: C23H37N5SSi3Tl as an isolated structure (wB97M-V/def2-TZVPD).

Geometry as ORCA input:
```
! wB97M-V def2-TZVPD RIJCOSX def2/J DEFGRID3
* xyz 1 1
Tl -0.353 -0.149 -0.695
S -2.663 -0.896 -1.498
C -2.930 0.826 -1.579
C -4.203 1.390 -1.743
C -4.319 2.757 -1.840
C -3.179 3.562 -1.768
C -1.970 2.947 -1.570
N -1.847 1.611 -1.470
H -5.067 0.743 -1.795
H -5.295 3.207 -1.969
H -3.238 4.638 -1.853
H -1.054 3.519 -1.478
C -0.022 -2.527 3.595
Si 0.069 -2.121 1.781
C -1.273 -3.083 0.914
C 1.664 -2.801 1.072
C -0.026 -0.220 1.514
Si -1.457 0.636 2.447
C -3.012 -0.384 2.385
C -0.901 0.835 4.222
C -1.896 2.352 1.876
Si 1.633 0.588 1.767
C 1.614 2.451 1.748
C 2.491 0.022 3.324
C 2.762 0.145 0.305
C 4.149 0.193 0.437
C 4.957 -0.012 -0.666
C 4.360 -0.256 -1.893
C 2.982 -0.295 -1.961
N 2.199 -0.110 -0.889
H 0.199 -3.590 3.732
H -1.025 -2.351 3.992
H 0.688 -1.958 4.195
H -1.212 -4.118 1.266
H -1.136 -3.112 -0.171
H -2.281 -2.719 1.109
H 1.692 -3.880 1.249
H 2.569 -2.374 1.509
H 1.720 -2.649 -0.011
H -2.944 -1.273 3.018
H -3.257 -0.711 1.371
H -3.847 0.218 2.753
H -0.627 -0.103 4.703
H -1.718 1.280 4.800
H -0.050 1.519 4.296
H -2.317 2.366 0.874
H -1.067 3.058 1.913
H -2.673 2.719 2.554
H 1.139 2.877 2.635
H 1.105 2.848 0.864
H 2.648 2.806 1.724
H 1.860 0.205 4.195
H 3.420 0.580 3.477
H 2.736 -1.041 3.305
H 4.589 0.389 1.407
H 6.035 0.023 -0.575
H 4.949 -0.414 -2.787
H 2.487 -0.481 -2.902
N 0.482 -2.695 -5.733
C 0.296 -1.499 -5.124
C 0.254 -1.382 -3.723
N 0.079 -0.207 -3.142
C -0.059 0.875 -3.913
C -0.005 0.744 -5.289
N 0.170 -0.422 -5.897
H 0.475 -3.554 -5.218
H 0.420 -2.730 -6.735
H 0.350 -2.256 -3.087
H -0.212 1.828 -3.433
H -0.108 1.615 -5.925
*
```

The total energy comes out at -2611.47558 Ha. The calculation puts the gap between HOMO and LUMO at 7.92 eV. For the HOMO energy, the calculation gives -11.0 eV.

Entry from OMol25: C23H38As3BeN3O8S6 as an isolated structure at a distorted geometry (wB97M-V/def2-TZVPD).

Geometry as ORCA input:
```
! wB97M-V def2-TZVPD RIJCOSX def2/J DEFGRID3
* xyz 0 1
Be 1.393 0.245 -0.965
C 1.556 0.810 3.476
As 1.036 -0.738 2.364
C 2.482 -1.920 2.989
C -0.443 -1.305 3.559
C -1.474 -2.286 2.968
C -0.750 -3.418 2.221
C -2.465 -1.588 2.016
As -1.831 -1.002 0.215
C -2.351 -2.638 -0.768
C -3.512 -0.042 -0.188
C -2.260 -2.947 4.116
As -3.535 -2.030 5.347
C -3.050 -0.119 5.336
C -5.097 -1.871 4.153
H 1.515 0.551 4.535
H 0.875 1.644 3.296
H 2.572 1.131 3.238
H 2.604 -1.859 4.072
H 3.408 -1.602 2.507
H 2.281 -2.947 2.693
H -0.939 -0.376 3.850
H 0.009 -1.739 4.457
H -0.167 -3.022 1.385
H -1.470 -4.138 1.826
H -0.073 -3.949 2.893
H -2.850 -0.686 2.498
H -3.313 -2.255 1.843
H -3.186 -3.140 -0.277
H -1.508 -3.324 -0.832
H -2.660 -2.373 -1.780
H -4.380 -0.596 0.172
H -3.606 0.096 -1.266
H -3.497 0.944 0.277
H -1.543 -3.438 4.781
H -2.875 -3.752 3.697
H -2.087 0.040 5.818
H -3.808 0.396 5.927
H -3.036 0.322 4.340
H -5.320 -2.838 3.703
H -4.951 -1.134 3.364
H -5.960 -1.574 4.749
C -1.254 -0.194 -3.632
S -0.843 1.026 -2.369
C -0.961 2.490 -3.421
O 0.676 0.842 -2.279
H -0.599 -0.044 -4.488
H -2.303 -0.109 -3.913
H -1.059 -1.166 -3.180
H -1.916 2.474 -3.944
H -0.125 2.477 -4.118
H -0.915 3.366 -2.779
O 3.128 6.703 2.024
N 3.736 5.686 1.755
O 4.942 5.550 1.832
C 2.958 4.538 1.306
C 3.613 3.391 0.923
C 2.876 2.318 0.457
C 1.436 2.302 0.450
O 0.807 1.217 0.241
C 0.825 3.556 0.813
C 1.575 4.631 1.236
N -0.606 3.776 0.715
O -1.050 4.785 1.231
O -1.297 2.978 0.109
N 3.566 1.184 0.009
O 2.996 0.411 -0.805
O 4.687 0.954 0.358
H 4.691 3.326 0.966
H 1.089 5.557 1.505
C 4.842 -4.707 0.527
S 3.140 -4.364 -0.010
C 3.426 -3.334 -1.396
C 2.579 -2.343 -1.746
S 1.174 -1.867 -0.829
S 2.972 -1.514 -3.240
C 4.453 -2.346 -3.600
S 5.403 -2.019 -4.888
S 4.803 -3.601 -2.449
H 4.757 -5.370 1.384
H 5.329 -3.779 0.815
H 5.397 -5.204 -0.266
*
```

The total energy comes out at -10776.37426 Ha. The calculation puts the gap between HOMO and LUMO at 5.01 eV. Its relative energy (zero: lowest compared OMol25 entry of this formula, charge and spin) is 0.000 eV. For the HOMO energy, the calculation gives -7.1 eV.

Entry from OMol25: C23H38BrCaCl5F10N10O10S as an isolated structure at a distorted geometry (wB97M-V/def2-TZVPD).

Geometry as ORCA input:
```
! wB97M-V def2-TZVPD RIJCOSX def2/J DEFGRID3
* xyz 0 1
C 4.685 -1.758 -1.857
C 5.114 -0.428 -1.742
N 4.322 0.640 -1.721
C 5.090 1.700 -1.541
N 4.635 2.949 -1.433
C 3.223 3.388 -1.454
C 2.319 2.683 -0.466
C 1.055 3.509 -0.252
C -0.092 2.612 0.228
N -1.269 2.640 -0.670
C -1.612 1.402 -1.221
N -1.768 0.315 -0.579
N -1.849 1.428 -2.620
O 5.629 3.968 -1.300
C 5.716 4.575 -2.411
N 5.934 5.156 -3.405
N 6.370 1.319 -1.478
N 6.388 -0.028 -1.600
Cl 7.746 -0.975 -1.570
H 3.610 -1.793 -1.852
H 5.077 -2.329 -0.900
H 5.035 -2.259 -2.761
H 3.199 4.459 -1.298
H 2.859 3.199 -2.456
H 2.800 2.410 0.468
H 2.031 1.741 -0.916
H 1.268 4.213 0.550
H 0.829 4.094 -1.142
H 0.255 1.593 0.367
H -0.404 2.968 1.208
H -1.017 3.214 -1.468
H -1.608 0.481 0.415
H -2.868 1.304 -2.701
H -1.440 0.591 -3.016
H 7.171 1.915 -1.349
C -4.245 1.565 2.253
Cl -2.596 1.091 2.642
Cl -4.345 2.224 0.614
Cl -5.321 0.153 2.311
Cl -4.764 2.814 3.416
N 1.107 5.098 -3.681
O 0.279 5.172 -2.748
O 1.114 5.936 -4.582
O 1.961 4.176 -3.670
C 10.513 -5.246 -2.598
C 11.339 -5.928 -1.486
C 11.011 -7.381 -1.127
F 9.767 -7.511 -0.641
F 11.867 -7.797 -0.165
F 11.319 -5.158 -0.379
F 12.627 -5.943 -1.935
O 9.467 -4.357 -2.217
C 8.169 -4.786 -1.992
C 7.719 -4.501 -0.557
F 8.498 -5.154 0.329
F 6.459 -4.926 -0.395
F 8.000 -6.070 -2.338
F 7.378 -4.056 -2.813
H 11.226 -4.594 -3.100
H 10.184 -5.956 -3.355
H 11.127 -8.032 -1.998
H 7.780 -3.428 -0.354
N -6.076 4.869 1.207
H -6.337 5.302 0.321
H -6.923 4.505 1.667
H -5.420 4.087 1.023
H -5.621 5.557 1.804
C -5.876 -3.523 5.685
C -7.142 -3.125 6.458
C -8.143 -2.562 5.441
S -7.766 -3.364 3.873
O -7.291 -2.375 2.938
O -8.833 -4.266 3.526
C -6.360 -4.301 4.465
H -5.200 -4.121 6.295
H -5.339 -2.626 5.367
H -7.563 -4.008 6.942
H -6.926 -2.396 7.237
H -9.172 -2.783 5.711
H -8.017 -1.489 5.308
H -5.619 -4.379 3.673
H -6.718 -5.291 4.744
C -8.598 1.273 -1.768
C -8.236 2.546 -1.050
C -8.089 2.396 0.445
O -8.442 3.715 0.918
C -9.294 4.261 -0.004
O -9.917 5.253 0.177
O -9.304 3.525 -1.131
H -8.644 1.441 -2.842
H -7.858 0.498 -1.570
H -9.581 0.921 -1.452
H -7.341 2.987 -1.497
H -7.073 2.146 0.746
H -8.776 1.667 0.877
F -4.449 2.067 -1.863
Ca 8.293 4.435 -3.702
F 5.019 -2.121 0.569
Br -7.438 0.985 3.969
*
```

The total energy comes out at -9147.90094 Ha. The calculation puts the gap between HOMO and LUMO at 0.87 eV. For the HOMO energy, the calculation gives -6.9 eV.